This record from the OMol25 dataset describes a cluster of 6 separate species, C49H59BBrN6O12 in total. The level of theory is wB97M-V/def2-TZVPD.

Values from the calculation:
- LUMO energy: 0.57 eV
- Gap between HOMO and LUMO: 5.409 eV
- HOMO energy: -4.84 eV
- Net charge: -1

Cartesian coordinates (Å):
C: -3.15 -4.25 3.38
C: -2.67 -3.29 2.27
O: -3.73 -2.58 1.75
B: -3.40 -1.25 1.08
C: -2.04 -1.34 0.18
C: -1.88 -0.23 -0.88
C: -1.48 -0.76 -2.26
C: -0.08 -1.39 -2.27
C: 1.06 -0.51 -2.80
C: 0.97 0.99 -2.50
C: 1.29 1.36 -1.05
C: 2.46 2.31 -0.94
O: 3.02 2.44 0.36
C: 2.07 2.72 1.36
C: -3.35 -0.15 2.32
C: -2.24 0.89 2.38
C: -2.05 1.45 3.81
Br: -2.57 2.42 1.18
C: -4.64 -1.04 0.00
C: -5.35 0.17 -0.10
C: -6.34 0.33 -1.06
C: -6.60 -0.75 -1.90
C: -5.86 -1.91 -1.74
N: -4.91 -2.07 -0.82
H: -2.91 -5.28 3.15
H: -2.66 -4.00 4.31
H: -4.21 -4.11 3.55
H: -2.16 -3.90 1.51
H: -1.95 -2.62 2.75
H: -1.13 -1.37 0.78
H: -2.09 -2.30 -0.35
H: -2.77 0.39 -0.97
H: -1.09 0.44 -0.57
H: -2.20 -1.52 -2.53
H: -1.56 0.03 -3.00
H: 0.16 -1.79 -1.30
H: -0.13 -2.26 -2.93
H: 1.12 -0.62 -3.88
H: 2.00 -0.87 -2.38
H: 1.71 1.48 -3.14
H: 0.01 1.40 -2.78
H: 1.46 0.48 -0.43
H: 0.41 1.84 -0.62
H: 2.19 3.30 -1.30
H: 3.27 1.93 -1.56
H: 2.57 3.23 2.18
H: 1.61 1.81 1.76
H: 1.27 3.37 1.00
H: -3.18 -0.75 3.22
H: -4.29 0.38 2.51
H: -1.29 0.47 2.08
H: -1.13 1.04 4.23
H: -1.91 2.53 3.80
H: -2.87 1.16 4.45
H: -5.12 0.99 0.56
H: -6.90 1.25 -1.14
H: -7.36 -0.69 -2.66
H: -6.07 -2.75 -2.40
C: -6.95 1.15 7.96
C: -6.08 0.67 8.93
C: -5.02 -0.15 8.58
C: -4.86 -0.48 7.25
C: -5.72 -0.02 6.26
C: -6.77 0.80 6.63
N: -3.73 -1.33 6.85
O: -2.98 -1.74 7.72
O: -3.62 -1.57 5.67
H: -7.77 1.79 8.24
H: -6.22 0.95 9.97
H: -4.33 -0.52 9.32
H: -5.56 -0.30 5.23
H: -7.45 1.16 5.88
C: -2.24 2.24 -7.14
C: -2.92 1.67 -6.07
C: -2.43 1.82 -4.78
C: -1.28 2.56 -4.59
C: -0.59 3.14 -5.64
C: -1.08 2.97 -6.93
N: -0.74 2.71 -3.23
O: -1.31 2.13 -2.34
O: 0.29 3.35 -3.10
H: -2.63 2.12 -8.14
H: -3.82 1.10 -6.23
H: -2.94 1.37 -3.94
H: 0.31 3.70 -5.47
H: -0.55 3.41 -7.76
C: 0.15 -6.24 2.49
C: 0.19 -6.98 3.66
C: 0.17 -8.37 3.62
C: 0.10 -8.99 2.38
C: 0.05 -8.27 1.20
C: 0.07 -6.89 1.26
N: 0.10 -10.46 2.32
O: 0.12 -11.06 3.38
O: 0.07 -10.98 1.23
H: 0.16 -5.16 2.53
H: 0.24 -6.48 4.62
H: 0.20 -8.95 4.52
H: -0.01 -8.78 0.25
H: 0.03 -6.31 0.35
C: 5.34 3.07 -3.24
C: 3.97 2.87 -3.32
C: 3.26 3.42 -4.37
C: 3.93 4.17 -5.32
C: 5.30 4.39 -5.25
C: 6.00 3.83 -4.20
N: 3.17 4.76 -6.43
O: 1.97 4.55 -6.44
O: 3.76 5.42 -7.25
H: 5.90 2.64 -2.42
H: 3.46 2.29 -2.57
H: 2.19 3.28 -4.43
H: 5.80 4.98 -6.00
H: 7.07 3.99 -4.12
C: 10.13 1.14 0.24
C: 8.83 1.61 0.38
C: 8.47 2.83 -0.16
C: 9.42 3.56 -0.85
C: 10.72 3.11 -1.01
C: 11.07 1.89 -0.46
N: 9.03 4.85 -1.45
O: 7.88 5.21 -1.28
O: 9.87 5.46 -2.07
H: 10.40 0.18 0.66
H: 8.10 1.02 0.92
H: 7.46 3.20 -0.05
H: 11.44 3.70 -1.55
H: 12.08 1.52 -0.57

Results of the Löwdin charge analysis, in e, for atoms 1 through 2: -0.074 -0.334

This record from the OMol25 dataset describes a cluster of 2 separate species, C3H9N3O3P in total. The level of theory is wB97M-V/def2-TZVPD.

Values from the calculation:
- LUMO energy: 3.54 eV
- Gap between HOMO and LUMO: 7.013 eV
- HOMO energy: -3.47 eV
- Energy above the lowest of the compared OMol25 structures with the same formula, charge and spin: 394.6 kJ/mol
- Net charge: -1

Cartesian coordinates (Å):
C: -1.49 -1.06 0.10
C: -1.54 1.29 -0.12
C: 0.56 0.04 0.24
N: -2.05 0.03 -0.60
N: 0.00 -1.17 -0.03
N: -0.03 1.18 -0.20
O: 2.78 -1.44 0.48
O: 2.34 -0.01 -1.50
O: 2.95 1.24 0.73
P: 2.40 -0.01 0.18
H: -1.64 -0.92 1.18
H: -2.05 -1.91 -0.15
H: -1.89 2.00 -0.82
H: -1.86 1.43 0.93
H: 0.20 0.01 2.25
H: -1.77 0.17 -1.53
H: 0.51 -1.82 0.56
H: 1.96 -0.88 -1.64
H: 0.62 1.85 -0.08

Results of the natural (NBO) charge analysis, in e, for atoms 1 through 2: -0.090 -0.057

This record from the OMol25 dataset describes a cluster of 2 separate species, C4H8N2 in total. The level of theory is wB97M-V/def2-TZVPD.

Values from the calculation:
- LUMO energy (alpha / beta): 0.05 / 0.05 eV
- Gap between HOMO and LUMO (alpha / beta): 7.974 / 7.973 eV
- HOMO energy (alpha / beta): -7.92 / -7.92 eV
- Energy above the lowest of the compared OMol25 structures with the same formula, charge and spin: 573.9 kJ/mol
- SMILES: [H]/N=C\C.C#CN

Cartesian coordinates (Å):
H: -0.65 1.00 1.42
N: -0.60 1.17 0.41
C: -0.86 0.06 -0.31
C: -2.00 -0.82 0.13
H: -0.93 0.27 -1.38
H: -1.93 -1.79 -0.36
H: -2.03 -0.91 1.22
H: -2.96 -0.38 -0.15
C: 2.27 -1.20 -0.06
C: 1.55 -0.22 -0.27
N: 1.70 1.19 -0.28
H: 3.21 -1.58 0.24
H: 1.38 1.64 0.58
H: 1.84 1.58 -1.20

Results of the natural (NBO) charge analysis, in e, for atoms 1 through 2: 0.319 -0.615

This record from the OMol25 dataset describes a structure of composition C12H14BF3N6O2Os. The level of theory is wB97M-V/def2-TZVPD.

Values from the calculation:
- Multiplicity: 5
- LUMO energy (alpha / beta): -7.99 / -12.31 eV
- Gap between HOMO and LUMO (alpha / beta): 7.315 / 4.139 eV
- HOMO energy (alpha / beta): -15.31 / -16.45 eV
- Net charge: +2

Cartesian coordinates (Å):
H: 2.45 -0.08 -1.27
N: 0.44 -0.69 -1.54
B: -1.77 -1.57 -2.49
N: -0.22 -1.44 -2.54
C: 0.69 -1.83 -3.45
Os: -0.52 0.31 -0.11
H: 0.37 -2.42 -4.29
C: 1.93 -1.34 -3.08
H: 2.86 -1.45 -3.61
C: 1.76 -0.63 -1.89
H: -2.22 -2.22 -3.38
C: -1.17 3.02 2.16
H: -0.36 3.55 2.68
H: -1.55 2.22 2.80
H: -1.98 3.74 1.98
N: -2.26 -0.09 -2.54
N: -2.10 -2.07 -1.07
N: -1.77 0.80 -1.58
N: -1.56 -1.38 0.04
C: -3.08 0.58 -3.36
C: -2.94 -3.01 -0.62
H: -3.59 0.07 -4.17
H: -3.47 -3.64 -1.32
C: -3.13 1.91 -2.96
C: -2.97 -2.96 0.77
C: -2.29 2.03 -1.84
C: -2.09 -1.95 1.16
H: -3.69 2.71 -3.40
H: -3.57 -3.56 1.42
H: -2.01 2.86 -1.21
H: -1.80 -1.55 2.12
H: -0.82 2.59 1.20
F: 1.77 0.47 4.48
C: 2.00 0.60 3.15
F: 2.19 1.91 2.85
F: 3.13 -0.08 2.85
C: 0.76 0.10 2.32
O: -0.33 -0.04 2.88
O: 1.03 -0.05 1.06

Results of the natural (NBO) charge analysis, in e, for atoms 1 through 2: 0.287 -0.285

This record from the OMol25 dataset describes the molecule C7H6ClNOS. The level of theory is wB97M-V/def2-TZVPD.

Values from the calculation:
- LUMO energy (alpha / beta): -1.28 / -1.99 eV
- Gap between HOMO and LUMO (alpha / beta): 7.414 / 6.326 eV
- HOMO energy (alpha / beta): -8.70 / -8.32 eV
- Energy above the lowest of the compared OMol25 structures with the same formula, charge and spin: 340.4 kJ/mol

Cartesian coordinates (Å):
C: 2.46 -0.31 -0.07
C: 2.01 0.02 -1.36
C: 1.60 -0.30 0.98
C: 0.73 0.47 -1.46
C: 0.11 -0.06 0.83
C: -0.21 0.38 -0.44
C: -2.75 -0.28 0.24
N: -0.57 -0.36 1.92
O: -2.01 2.11 0.32
S: -1.91 1.01 -0.59
Cl: -2.69 -1.94 -0.13
H: 3.47 -0.70 0.13
H: 2.68 0.19 -2.17
H: 1.95 -0.71 1.95
H: 0.35 0.66 -2.48
H: -3.63 0.09 0.82
H: -1.57 -0.28 1.52

Results of the natural (NBO) charge analysis, in e, for atoms 1 through 2: -0.233 -0.164

This record from the OMol25 dataset describes a structure of composition C13H32GaIO2P2Si. The level of theory is wB97M-V/def2-TZVPD.

Values from the calculation:
- LUMO energy: -7.80 eV
- Gap between HOMO and LUMO: 6.989 eV
- HOMO energy: -14.79 eV
- Energy above the lowest of the compared OMol25 structures with the same formula, charge and spin: 0.0 kJ/mol
- Net charge: +2

Cartesian coordinates (Å):
C: -0.18 0.15 -6.53
C: -0.17 0.60 -5.05
H: -0.17 1.11 -7.12
H: -1.05 -0.50 -6.84
H: 0.69 -0.50 -6.83
O: -0.14 1.73 -4.61
I: -0.22 -1.10 -3.49
Ga: -0.02 -0.37 -0.59
P: 2.39 0.16 -0.53
C: 3.11 1.49 0.51
C: 3.12 -1.41 0.05
H: 4.19 -1.47 -0.21
H: 4.04 0.46 -2.36
H: 2.60 -2.26 -0.41
H: 2.47 -0.28 -2.89
H: 2.84 1.34 1.57
H: 3.00 -1.49 1.14
C: 2.94 0.47 -2.24
H: 4.21 1.52 0.40
H: 2.55 1.46 -2.54
H: 2.72 2.48 0.22
P: -2.52 0.22 -0.45
C: -3.32 1.56 0.52
C: -3.25 0.50 -2.11
H: -2.85 -2.19 -0.26
H: -4.40 -1.28 -0.31
H: -3.42 -1.35 1.21
C: -3.38 -1.30 0.11
H: -2.85 -0.26 -2.81
H: -4.36 0.46 -2.08
H: -4.41 1.51 0.35
H: -2.95 2.54 0.18
H: -2.93 1.49 -2.45
H: -3.10 1.45 1.60
C: -0.06 1.61 0.15
O: 0.04 2.73 0.45
C: 2.21 -0.73 3.52
Si: 0.39 -0.67 3.16
C: -0.45 -1.84 4.37
C: -0.40 1.02 3.52
C: -0.18 -1.20 1.34
H: 2.34 -0.45 4.58
H: 2.82 -0.04 2.93
H: 2.61 -1.74 3.41
H: -0.15 -1.48 5.38
H: -1.54 -1.81 4.31
H: -0.11 -2.88 4.26
H: 0.13 1.85 3.03
H: -1.47 1.05 3.24
H: -0.33 1.15 4.62
H: 0.27 -2.19 1.02
H: -1.28 -1.31 1.55

Results of the natural (NBO) charge analysis, in e, for atoms 1 through 2: -0.756 0.606